The following is a quantum chemistry calculation of C23H30BrF3N3O6S2Ti as an isolated structure in a non-equilibrium geometry, from the Open Molecules 2025 dataset.

Properties
- E_LUMO (alpha / beta): 0.0906 / 0.0906 hartree
- E_HOMO (alpha / beta): -2.0 / -5.7 eV
- F_max: 3.5 eV Å⁻¹
- HOMO-LUMO gap (alpha / beta): 4.44 / 8.14 eV

Structure (ORCA input):
```
! wB97M-V def2-TZVPD RIJCOSX def2/J DEFGRID3
* xyz -1 3
Ti -0.1303 0.0518 -0.6693
F -4.2449 -1.0896 0.1010
C -3.1805 -1.8606 -0.1996
F -2.6881 -1.4008 -1.3697
F -3.6637 -3.0854 -0.4465
C -2.0774 -1.8276 0.9173
O -2.2949 -2.4149 1.9623
O -1.0602 -1.1747 0.5658
S 1.1036 3.4506 -3.1275
C 0.9515 1.7725 -2.6812
N 1.0494 1.5181 -1.3777
C 1.3018 2.6537 -0.6674
C 1.4957 2.7496 0.7193
C 1.6797 3.9934 1.2873
C 1.6881 5.1494 0.5149
C 1.5153 5.0791 -0.8622
C 1.3404 3.8384 -1.4395
H 0.8239 1.0211 -3.4377
H 1.4561 1.8593 1.3311
H 1.8090 4.0635 2.3590
H 1.8404 6.1128 0.9763
H 1.5159 5.9728 -1.4672
C 2.1483 -0.3660 5.1533
C 2.7380 0.4126 3.9833
C 2.7721 -0.4054 2.7004
S 1.0643 -0.6675 1.9778
O 1.3937 -0.4723 0.5228
C 0.9524 -2.5050 2.2155
C 1.3819 -3.2931 0.9886
C 2.8611 -3.1737 0.6414
H 2.1193 0.2523 6.0484
H 2.7524 -1.2471 5.3630
H 1.1326 -0.6793 4.9285
H 3.7613 0.7149 4.2355
H 2.1463 1.3153 3.8227
H 3.2617 -1.3617 2.8638
H 3.2948 0.1355 1.9122
H -0.1059 -2.6783 2.4165
H 1.5244 -2.7605 3.1049
H 0.8037 -2.9534 0.1259
H 1.1227 -4.3425 1.1526
H 3.0958 -2.1500 0.3625
H 3.0804 -3.8034 -0.2172
H 3.4970 -3.4823 1.4715
Br 0.5609 -1.5950 -2.3260
C -3.8251 0.6500 3.1953
C -3.5956 2.1526 3.0989
C -2.9510 2.5520 1.7625
C -2.7253 4.0832 1.7494
C -2.2291 4.6061 0.4075
C -3.9204 2.2439 0.6350
O -5.1151 2.4835 0.6850
N -3.3450 1.7492 -0.5081
C -2.0289 1.3746 -0.5987
O -1.5730 0.8334 -1.6593
N -1.1932 1.4417 0.4365
C -1.5833 1.8614 1.6513
O -0.8493 1.7325 2.6321
H -4.2936 0.4009 4.1448
H -2.8827 0.1106 3.1304
H -4.4760 0.3065 2.3943
H -2.9334 2.4721 3.9050
H -4.5509 2.6718 3.1900
H -1.9934 4.3193 2.5234
H -3.6731 4.5676 2.0000
H -1.3004 4.1145 0.1205
H -2.0387 5.6762 0.4707
H -2.9684 4.4377 -0.3748
H -3.9302 1.5461 -1.3092
*
```

Here are the Löwdin charges for atoms 1 to 5, given in e:
1 Ti 0.565
2 F 0.135
3 C -0.506
4 F 0.101
5 F 0.151